# 1
{
  "formula": "C3H11O3",
  "method": "ωB97M-V/def2-TZVPD",
  "s2": 0.755,
  "energy_ha": -346.49412,
  "relative_energy_kj_mol": 91.61,
  "multiplicity": 2,
  "gap_ev": [11.5, 7.6],
  "molar_mass_g_mol": 95.12,
  "species": ["C", "O", "C", "C", "H", "H", "H", "H", "H", "H", "H", "H", "H", "O", "H", "H", "O"],
  "coordinates": [[-0.33939, -0.29565, -0.18641], [-0.99723, 0.74817, 0.46845], [1.18258, -0.00986, -0.46888], [1.90782, -1.20596, -0.96555], [-0.75165, -0.40667, -1.22937], [-0.33317, -1.21143, 0.45857], [1.71988, 0.22058, 0.53125], [1.04241, 0.83943, -1.16383], [2.93999, -0.78275, -1.06725], [1.71558, -1.55177, -2.01644], [1.94487, -2.15316, -0.37158], [-2.61012, 1.15724, -1.69587], [-2.36502, 1.04509, -0.15067], [-3.04020, 1.39904, -0.84348], [-0.85363, 0.47243, 2.11902], [-0.77994, 1.23998, 3.54559], [-0.38277, 0.49531, 3.03646]],
  "mulliken_spin": [-0.0433, 0.7904, 0.1331, 0.0097, 0.0310, 0.0149, 0.0016, 0.0037, 0.0058, -0.0012, -0.0010, -0.0025, -0.0108, 0.0644, -0.0048, -0.0005, 0.0096]
}

---

# 2
{
  "formula": "C9H13N2",
  "method": "ωB97M-V/def2-TZVPD",
  "charge": 1,
  "energy_ha": -459.91861,
  "relative_energy_kj_mol": 250.59,
  "gap_ev": 8.8,
  "molar_mass_g_mol": 149.22,
  "species": ["C", "C", "C", "C", "C", "C", "C", "C", "C", "N", "N", "H", "H", "H", "H", "H", "H", "H", "H", "H", "H", "H", "H", "H"],
  "coordinates": [[1.88618, -0.26319, -2.20276], [1.83734, -1.32901, -1.32442], [0.91240, 0.69137, -2.25875], [0.63281, -1.47926, -0.65734], [-0.28553, 0.47239, -1.56291], [-0.48028, -0.69601, -0.87120], [0.90398, 0.50596, 2.04852], [-0.08270, 1.56752, 1.69765], [-1.55503, -0.97757, 0.10841], [-2.74087, -0.27151, 0.18736], [-0.49044, 0.20127, 1.97897], [2.79260, -0.13997, -2.87236], [2.61718, -2.08938, -1.47625], [0.97728, 1.48324, -2.97727], [0.65259, -2.24486, 0.13998], [-0.94750, 1.32303, -1.83354], [1.50805, 0.12185, 1.32378], [1.35585, 0.44385, 3.08584], [-0.35541, 2.25434, 2.43627], [-0.33278, 1.86835, 0.74207], [-1.51851, -1.86549, 0.70197], [-3.55585, -0.38539, 0.89354], [-2.77376, 0.63470, -0.16723], [-0.95760, 0.17379, 2.85966]],
  "nbo_charge": [-0.1264, -0.2310, -0.2127, -0.1146, -0.1598, -0.2192, -0.2323, -0.2527, 0.3579, -0.7032, -0.5899, 0.2375, 0.2544, 0.2382, 0.2286, 0.2398, 0.2054, 0.2215, 0.2094, 0.1955, 0.2330, 0.4425, 0.4018, 0.3762]
}

---

# 3
{
  "formula": "C2H2LiO2Ru",
  "method": "ωB97M-V/def2-TZVPD",
  "s2": 8.782,
  "charge": 2,
  "energy_ha": -329.36355,
  "relative_energy_kj_mol": 357.51,
  "multiplicity": 6,
  "gap_ev": [7.2, 8.0],
  "molar_mass_g_mol": 166.05,
  "species": ["H", "O", "C", "C", "O", "Ru", "Li", "H"],
  "coordinates": [[2.43803, 0.57570, 0.56787], [-0.92478, 1.14345, 0.26832], [-1.06599, 0.00409, -0.27817], [0.17848, -0.83642, -0.29138], [1.30047, -0.26834, -0.35002], [-3.11313, -0.42481, 0.40659], [1.07605, 1.73062, -0.19830], [0.11087, -1.92429, -0.12491]],
  "mulliken_spin": [0.8337, 0.1962, 0.1047, 0.2225, -0.0669, 3.6752, 0.0350, -0.0004]
}

---

# 4
{
  "formula": "C26H37BBaF4N10S",
  "method": "ωB97M-V/def2-TZVPD",
  "energy_ha": -2408.60188,
  "relative_energy_kj_mol": 94.77,
  "gap_ev": 7.2,
  "molar_mass_g_mol": 745.85,
  "species": ["Ba", "C", "C", "N", "N", "C", "B", "N", "C", "C", "C", "N", "N", "C", "C", "C", "N", "H", "H", "H", "H", "H", "H", "H", "H", "H", "H", "C", "C", "N", "C", "C", "C", "C", "N", "C", "C", "F", "C", "F", "C", "C", "F", "C", "F", "H", "H", "H", "H", "H", "H", "H", "H", "H", "H", "H", "H", "H", "H", "H", "C", "N", "C", "C", "S", "N", "C", "C", "H", "H", "H", "H", "H", "H", "H", "H", "H", "H", "H", "H"],
  "coordinates": [[-0.21750, 0.51239, -0.34630], [-3.83483, -2.37834, 0.74508], [-2.50630, -1.97482, 0.89836], [-2.17020, -1.08598, -0.03200], [-3.26870, -0.89730, -0.80068], [-4.27522, -1.66178, -0.34921], [-3.34491, 0.11645, -1.98501], [-3.26515, 1.58282, -1.47025], [-4.12271, 2.57262, -1.76275], [-3.67089, 3.73715, -1.17946], [-2.49264, 3.35585, -0.53273], [-2.24877, 2.05911, -0.70887], [-2.24551, -0.12299, -3.06030], [-2.46869, -0.53805, -4.31851], [-1.28522, -0.48624, -5.02120], [-0.36231, -0.01978, -4.08278], [-0.93257, 0.19569, -2.90279], [-4.39197, -3.07887, 1.34094], [-1.78119, -2.28498, 1.63569], [-5.23315, -1.64236, -0.84050], [-4.41435, -0.03476, -2.51417], [-4.99562, 2.37397, -2.36133], [-4.12518, 4.71110, -1.21309], [-1.81532, 3.96226, 0.04729], [-3.45988, -0.82529, -4.62585], [-1.11529, -0.75448, -6.04852], [0.69649, 0.15034, -4.20519], [2.88070, -4.04956, 0.92886], [1.82751, -3.01711, 0.52434], [2.29451, -1.63130, 0.41278], [3.34302, -1.46564, -0.59270], [3.24759, -0.11325, -1.28453], [2.69712, -1.09669, 1.71951], [1.51954, -0.64627, 2.56818], [0.89879, 0.48832, 1.90786], [0.49503, 1.55600, 2.61797], [0.26695, 2.77581, 1.92835], [0.49381, 2.77120, 0.56340], [-0.11452, 3.95349, 2.51947], [-0.26813, 5.04295, 1.74213], [-0.33351, 4.03213, 3.88008], [-0.15256, 2.85735, 4.58937], [-0.38411, 2.85690, 5.91459], [0.23204, 1.66926, 4.00584], [0.29775, 0.57209, 4.79532], [2.45644, -5.05290, 0.85781], [3.23024, -3.92345, 1.95333], [3.75112, -4.01359, 0.26998], [1.00988, -3.03335, 1.24969], [1.38743, -3.29178, -0.43263], [3.23078, -2.25774, -1.33785], [4.34205, -1.58675, -0.14982], [2.33618, -0.06504, -1.88911], [4.08980, 0.05358, -1.95844], [3.23328, 0.70260, -0.55779], [3.32890, -0.22239, 1.54973], [3.30347, -1.82760, 2.27373], [1.89751, -0.41281, 3.56594], [0.82148, -1.48529, 2.70123], [-0.64229, 4.94687, 4.36007], [0.25545, -5.83551, -1.77993], [1.47394, -5.42655, -2.45720], [2.58872, -6.34302, -2.28817], [1.57367, -4.23476, -3.08538], [0.47076, -2.99573, -2.90108], [2.68308, -4.11951, -3.91109], [3.01590, -2.79287, -4.40741], [2.81765, -5.13009, -4.95959], [0.05553, -6.88218, -2.01725], [-0.57473, -5.21614, -2.10259], [0.36286, -5.73849, -0.69619], [2.65079, -6.62360, -1.23569], [3.51796, -5.86231, -2.57948], [2.45249, -7.25651, -2.87312], [3.06776, -2.08181, -3.58672], [2.27771, -2.42824, -5.12907], [3.99205, -2.85565, -4.88915], [2.48892, -6.10572, -4.61435], [3.86028, -5.20475, -5.26826], [2.21239, -4.85327, -5.83054]],
  "mulliken_charge": [2.3814, -1.3463, -0.4351, 0.2105, -0.1165, -0.1226, 0.0535, -0.0948, -0.1364, -1.2453, -0.3044, 0.0581, 0.2697, -0.3679, -0.8712, -0.6262, -0.0337, 0.4036, 0.4671, 0.4414, -0.1816, 0.4450, 0.3965, 0.4722, 0.4619, 0.4062, 0.3725, -1.3816, 0.2110, 1.0402, -0.2104, -1.0676, -1.3077, -1.0902, -0.1971, 0.1868, 0.2937, -0.4711, 0.1682, -0.3448, -0.6940, 0.1198, -0.3275, 0.5250, -0.3398, 0.4249, 0.4164, 0.2525, 0.0753, -0.3602, 0.0444, 0.2442, -0.0923, 0.4732, 0.3599, 0.4770, 0.3830, 0.4739, 0.2381, 0.4929, -1.0663, 0.2867, -1.2948, -0.2275, 0.1261, 0.1077, -0.7766, -1.1669, 0.3720, 0.3781, 0.2966, 0.4224, 0.3598, 0.3720, 0.0544, 0.3427, 0.3415, 0.4061, 0.3325, 0.3605]
}

---

# 5
{
  "formula": "C6H11N2O",
  "method": "ωB97M-V/def2-TZVPD",
  "charge": 1,
  "energy_ha": -419.66587,
  "relative_energy_kj_mol": 238.96,
  "gap_ev": 10.1,
  "molar_mass_g_mol": 127.17,
  "species": ["C", "C", "C", "C", "C", "C", "N", "N", "O", "H", "H", "H", "H", "H", "H", "H", "H", "H", "H", "H"],
  "coordinates": [[0.63238, 1.69988, 0.72658], [-0.12975, 1.55631, -0.34655], [-2.20140, -0.23460, 0.14189], [1.20066, 0.33515, 1.14024], [-0.44299, 0.19665, -0.61237], [1.26354, -1.69347, -0.34065], [-3.09595, 0.68347, -0.09462], [0.48922, -0.69541, 0.27966], [-2.08229, -1.16077, 0.85703], [0.84970, 2.62910, 1.10180], [-0.55611, 2.48921, -0.81515], [2.26704, 0.35983, 0.89622], [1.04177, 0.18925, 2.14289], [-0.37337, -0.33533, -1.54558], [2.03999, -1.09703, -0.81916], [1.73255, -2.30196, 0.37542], [0.52448, -2.21634, -0.92393], [-2.92155, 1.33382, -0.82678], [-3.93205, 0.77217, 0.43586], [-0.14661, -1.17477, 0.86930]],
  "nbo_charge": [-0.1628, -0.2667, 0.7586, -0.2499, -0.1599, -0.4032, -0.7962, -0.3483, -0.5739, 0.2423, 0.2647, 0.2356, 0.2346, 0.2293, 0.2226, 0.2379, 0.2335, 0.4198, 0.4325, 0.4497]
}

---

# 6
{
  "formula": "C10H21N2",
  "method": "ωB97M-V/def2-TZVPD",
  "smiles": "C=C[C@@H](/[NH+]=C(/C)NC)C(C)(C)C",
  "charge": 1,
  "energy_ha": -502.83930,
  "relative_energy_kj_mol": 76.06,
  "gap_ev": 10.9,
  "molar_mass_g_mol": 169.29,
  "species": ["C", "C", "C", "N", "C", "C", "N", "C", "C", "C", "C", "C", "H", "H", "H", "H", "H", "H", "H", "H", "H", "H", "H", "H", "H", "H", "H", "H", "H", "H", "H", "H", "H"],
  "coordinates": [[1.95762, -0.12365, 2.18862], [1.12928, 0.42161, 1.32324], [0.61375, -0.31625, 0.02605], [-0.66424, 0.30565, -0.29358], [-1.78759, 0.16696, 0.39065], [-3.02261, 0.94410, -0.01497], [-1.88729, -0.71403, 1.39141], [-3.11036, -0.73811, 2.18639], [1.45559, -0.08092, -1.19053], [0.83186, -0.80723, -2.29379], [2.85620, -0.78261, -0.94111], [1.71379, 1.42073, -1.67405], [2.36557, 0.25137, 3.18459], [2.24572, -1.14599, 1.91455], [0.68642, 1.48771, 1.42174], [0.44245, -1.31720, 0.24262], [-0.61742, 1.18808, -0.77308], [-3.89458, 0.37034, -0.21367], [-3.36006, 1.44209, 0.84702], [-2.82718, 1.58841, -0.85376], [-1.21706, -1.32199, 1.87425], [-3.37278, -1.75361, 2.28131], [-3.09821, -0.21476, 3.17476], [-4.00475, -0.30060, 1.80059], [-0.16891, -0.52499, -2.53697], [1.27796, -0.60220, -3.22660], [0.69899, -1.84500, -2.20332], [3.42471, -0.11230, -0.32766], [2.67212, -1.59350, -0.37209], [3.32592, -0.86847, -1.86935], [1.81417, 2.15572, -0.95983], [0.88681, 1.86141, -2.24704], [2.63411, 1.55923, -2.25637]],
  "nbo_charge": [-0.3722, -0.2176, -0.0913, -0.5114, 0.5916, -0.6787, -0.5494, -0.4443, -0.0306, -0.6290, -0.5806, -0.6394, 0.2460, 0.1945, 0.2076, 0.2166, 0.4238, 0.2678, 0.2530, 0.2493, 0.4483, 0.2265, 0.2293, 0.2254, 0.2052, 0.2323, 0.2197, 0.2145, 0.1966, 0.2258, 0.2193, 0.2027, 0.2490]
}

---

# 7
{
  "formula": "C4H12N3S",
  "method": "ωB97M-V/def2-TZVPD",
  "charge": 1,
  "energy_ha": -721.61534,
  "relative_energy_kj_mol": 566.48,
  "gap_ev": [9.3, 5.3],
  "molar_mass_g_mol": 134.23,
  "species": ["C", "C", "C", "C", "N", "N", "N", "S", "H", "H", "H", "H", "H", "H", "H", "H", "H", "H", "H", "H"],
  "coordinates": [[-1.52194, -0.07647, -0.09993], [-0.28524, -0.35304, -0.77726], [-0.05383, 1.86857, 0.86865], [1.17452, 2.38999, 0.19302], [0.57983, -2.86228, -0.60326], [1.05428, -3.97797, -0.13458], [-1.34364, 1.43629, 0.33402], [0.88522, -1.48212, 0.14027], [-2.48716, -0.29845, -0.64334], [-1.46901, -0.70322, 0.83377], [-0.48850, -0.87341, -1.75261], [0.14383, 0.62123, -0.97249], [0.00503, 1.90494, 2.01609], [1.34286, 3.42820, 0.37223], [1.20017, 2.19313, -0.82548], [1.93616, 1.90989, 0.81587], [1.87754, -3.99872, 0.42391], [0.95656, -4.83762, -0.69885], [-1.48955, 2.08247, -0.51846], [-2.01713, 1.62860, 1.02843]],
  "nbo_charge": [-0.2393, -0.5911, 0.0374, -0.6936, -0.4799, -0.5672, -0.5665, 0.4586, 0.2599, 0.2521, 0.2847, 0.2185, 0.2215, 0.2627, 0.2271, 0.2717, 0.3580, 0.3960, 0.4449, 0.4443]
}

---

# 8
{
  "formula": "C6H11N2",
  "method": "ωB97M-V/def2-TZVPD",
  "smiles": "[H]/N=C/[NH+]=C(/C)C(=C)C",
  "charge": 1,
  "energy_ha": -344.39768,
  "relative_energy_kj_mol": 308.41,
  "gap_ev": 9.7,
  "molar_mass_g_mol": 111.17,
  "species": ["H", "N", "C", "N", "C", "C", "C", "C", "C", "H", "H", "H", "H", "H", "H", "H", "H", "H", "H"],
  "coordinates": [[-3.41375, -0.89447, 1.23464], [-2.56838, -0.39162, 1.06110], [-2.33775, 0.08357, -0.08533], [-1.18020, 0.85141, -0.32761], [0.08314, 0.60438, -0.14420], [1.02763, 1.78566, -0.06968], [0.74101, -0.67096, -0.10518], [0.26531, -1.47445, -1.03047], [1.78421, -0.96971, 0.94144], [-3.02798, 0.19307, -0.90948], [-1.29680, 1.89882, -0.69866], [0.97854, 2.00553, 0.90612], [0.64375, 2.58418, -0.74774], [2.01016, 1.42868, -0.45607], [-0.56550, -1.42135, -1.70264], [0.77504, -2.31973, -1.33230], [2.70211, -0.57021, 0.58716], [1.90550, -2.09106, 1.04146], [1.47397, -0.63176, 1.83742]],
  "nbo_charge": [0.3892, -0.5374, 0.2415, -0.5256, 0.5161, -0.6554, -0.0985, -0.2457, -0.6269, 0.1884, 0.4431, 0.2574, 0.2391, 0.2571, 0.2154, 0.2177, 0.2380, 0.2552, 0.2315]
}

---

Q: Which formula does entry 2 have?
A: C9H13N2